{
  "formula": "C55H78F3N10O2S",
  "method": "the ωB97M-V functional and the def2-TZVPD basis",
  "total_energy_ev": -96274.3553,
  "gap_ev": 7.78,
  "charge": 1,
  "spin_multiplicity": 1,
  "e_homo_ev": -10.6805,
  "symbols": ["C", "C", "C", "C", "C", "C", "C", "C", "C", "C", "C", "N", "C", "N", "O", "C", "C", "S", "C", "C", "C", "C", "F", "F", "F", "C", "C", "C", "N", "N", "C", "C", "O", "C", "C", "H", "H", "H", "H", "H", "H", "H", "H", "H", "H", "H", "H", "H", "H", "H", "H", "H", "H", "H", "H", "H", "H", "H", "H", "H", "H", "H", "H", "H", "H", "H", "H", "H", "H", "H", "H", "H", "H", "H", "H", "H", "H", "H", "H", "H", "H", "H", "H", "N", "C", "C", "C", "C", "C", "H", "H", "H", "H", "H", "N", "C", "C", "C", "C", "C", "H", "H", "H", "H", "H", "N", "C", "C", "C", "C", "C", "H", "H", "H", "H", "H", "N", "C", "C", "C", "C", "C", "H", "H", "H", "H", "H", "N", "C", "C", "C", "C", "C", "H", "H", "H", "H", "H", "N", "C", "C", "C", "C", "C", "H", "H", "H", "H", "H"],
  "xyz": [[1.297194, 5.800701, 6.202649], [1.105187, 4.402462, 6.802412], [0.271136, 3.507891, 5.877737], [-1.132017, 4.065276, 5.599804], [-1.975179, 2.943849, 4.906756], [-1.877183, 3.101518, 3.373139], [-1.819665, 1.716319, 2.670761], [-2.631162, 1.758064, 1.363315], [-1.903198, 2.590597, 0.289612], [-2.576601, 2.324187, -1.085292], [-1.531515, 2.356915, -2.244553], [-1.515528, 1.054878, -2.918312], [-0.923925, 0.813947, -4.021818], [-0.891381, -0.465350, -4.603982], [-1.886174, -1.300796, -4.102178], [0.455820, -1.000105, -4.277161], [1.491688, 0.133388, -4.437974], [3.022700, -0.704428, -4.933531], [0.976696, 1.270375, -5.378722], [0.771035, 0.778612, -6.817053], [2.020876, 0.811945, -7.746472], [1.877753, 1.811614, -8.863730], [1.998699, 3.075174, -8.472161], [2.890553, 1.597876, -9.720797], [0.775853, 1.630217, -9.559882], [2.070346, 2.395565, -5.280474], [2.008700, 3.274932, -4.052970], [2.162887, 4.787709, -4.287686], [1.895679, 2.838393, -2.883187], [-0.238460, 1.786439, -4.688611], [-1.218263, 2.527577, -5.510748], [-0.777982, 3.893399, -6.016111], [-1.940294, 4.426841, -6.652093], [-1.583321, 5.160130, -7.834509], [-2.892763, 5.685769, -8.446446], [1.789302, 5.736471, 5.233509], [1.891015, 6.393906, 6.895926], [0.325115, 6.273001, 6.094952], [2.055227, 3.899924, 6.981876], [0.545351, 4.483726, 7.734002], [0.762749, 3.335181, 4.914969], [0.122202, 2.539635, 6.356316], [-1.623355, 4.409810, 6.507898], [-1.071497, 4.871332, 4.869724], [-1.541260, 1.986861, 5.185710], [-3.009773, 3.014363, 5.235254], [-2.764977, 3.616493, 3.005472], [-0.985236, 3.664513, 3.097730], [-2.265459, 0.971896, 3.329780], [-0.798157, 1.420642, 2.427999], [-3.614503, 2.191854, 1.555053], [-2.776377, 0.740077, 0.988746], [-0.843738, 2.335641, 0.280361], [-2.056976, 3.642070, 0.517098], [-3.258537, 3.157820, -1.231192], [-3.171227, 1.409156, -1.087025], [-1.818165, 3.169735, -2.902934], [-0.575913, 2.594978, -1.792139], [-2.009105, 0.318239, -2.429396], [-1.686622, -1.541931, -3.177959], [0.480821, -1.407809, -3.265131], [0.695168, -1.774639, -5.007471], [1.652991, 0.520312, -3.433787], [3.994358, 0.217788, -4.776070], [0.459341, -0.261990, -6.789994], [-0.006182, 1.294338, -7.378248], [2.965849, 0.915862, -7.233432], [2.071080, -0.143886, -8.261425], [3.070385, 2.001066, -5.426906], [1.883596, 3.044250, -6.133603], [1.410155, 5.268793, -3.665573], [2.030764, 5.044990, -5.331898], [3.138716, 5.101358, -3.925519], [1.902846, 3.595122, -2.200269], [-2.096667, 2.716795, -4.894716], [-1.616803, 1.973669, -6.364960], [-0.559924, 4.547052, -5.167443], [0.011976, 3.860453, -6.765939], [-0.892809, 5.964465, -7.574720], [-1.157946, 4.453309, -8.551916], [-3.239832, 4.946489, -9.160850], [-2.721600, 6.653652, -8.906693], [-3.628808, 5.760874, -7.649683], [-0.669404, 1.275812, 8.933456], [0.360563, 0.576336, 9.409530], [0.306024, -0.780748, 9.684058], [-0.886328, -1.449723, 9.457067], [-1.969122, -0.741654, 8.965972], [-1.806739, 0.613719, 8.719613], [1.271773, 1.141945, 9.574015], [1.174734, -1.300937, 10.065696], [-0.967008, -2.512077, 9.660578], [-2.916632, -1.227007, 8.775396], [-2.625108, 1.209774, 8.328944], [-1.145067, -5.064946, 10.068646], [-0.113108, -5.764002, 10.541928], [-0.162501, -7.121303, 10.816807], [-1.352403, -7.793029, 10.591483], [-2.437281, -7.085173, 10.101788], [-2.280620, -5.730120, 9.857089], [0.797357, -5.197285, 10.706886], [0.708257, -7.636885, 11.197871], [-1.433136, -8.853334, 10.794744], [-3.384241, -7.571791, 9.913010], [-3.102601, -5.137246, 9.470352], [4.350369, -4.853279, -5.323221], [3.627829, -3.947634, -5.981317], [2.819011, -4.248819, -7.066384], [2.759078, -5.565222, -7.496476], [3.504352, -6.520332, -6.826497], [4.278304, -6.112425, -5.750010], [3.706454, -2.929562, -5.612326], [2.251704, -3.471633, -7.562773], [2.141007, -5.841940, -8.341288], [3.486923, -7.558039, -7.129739], [4.877095, -6.825690, -5.193584], [0.610524, -1.537730, 5.221918], [0.768641, -1.939001, 6.484898], [1.290528, -3.173553, 6.840378], [1.666973, -4.043471, 5.831371], [1.509637, -3.646256, 4.513557], [0.980770, -2.389012, 4.266211], [0.458081, -1.230243, 7.241158], [1.397380, -3.444574, 7.882361], [2.077515, -5.017211, 6.067787], [1.791047, -4.295961, 3.695770], [0.843138, -2.035320, 3.249138], [-6.394458, 3.355862, 0.578671], [-6.544344, 2.464628, -0.399907], [-7.402033, 2.634021, -1.475096], [-8.153602, 3.796684, -1.535557], [-8.014804, 4.735433, -0.526840], [-7.123936, 4.468302, 0.502159], [-5.937893, 1.568673, -0.305038], [-7.479977, 1.875856, -2.242740], [-8.837576, 3.968262, -2.357018], [-8.583377, 5.655011, -0.536219], [-6.980681, 5.176073, 1.311159], [7.604494, -8.001630, -0.631605], [6.877971, -7.107286, -1.299167], [6.071965, -7.422794, -2.382309], [6.020538, -8.743129, -2.798266], [6.770375, -9.688331, -2.118369], [7.540864, -9.266264, -1.045522], [6.951628, -6.086211, -0.940486], [5.500739, -6.652813, -2.884978], [5.404195, -9.032524, -3.640993], [6.758864, -10.729252, -2.411339], [8.141527, -9.971576, -0.481619]],
  "atomic_forces_ev_per_a": [[0.096, -0.553, 0.666], [-0.444, -0.112, -0.889], [-0.450, 0.352, 0.412], [-0.169, -1.097, -0.627], [0.824, 1.293, -0.162], [-0.003, -1.315, 0.188], [-1.005, 0.681, -0.394], [0.880, 0.023, 0.246], [-1.462, -0.911, -0.119], [1.015, 0.931, 0.003], [-1.280, 0.375, 1.201], [-0.564, 0.636, 0.764], [0.613, -0.664, -0.959], [0.308, 0.152, 1.436], [-0.362, -0.096, 0.186], [0.640, -0.062, -1.539], [-0.155, -0.083, 0.409], [0.003, -0.200, -0.168], [1.605, 0.104, 0.975], [0.695, -0.354, -0.490], [-0.970, -0.310, 0.252], [2.006, -1.212, 0.104], [-0.624, 0.897, 0.249], [0.447, 0.082, -0.417], [-1.231, 0.387, -0.210], [-1.434, 0.309, -0.557], [0.589, 1.376, -0.441], [-0.230, -0.935, 0.177], [-0.181, -1.017, 0.703], [-0.309, -0.065, -0.851], [-0.474, 0.662, -0.176], [-1.092, 0.279, -0.013], [0.608, -0.182, -0.061], [-1.237, -0.125, -0.090], [0.728, -0.378, 0.509], [0.054, 0.144, -0.061], [0.108, 0.236, -0.200], [-0.017, 0.195, -0.138], [0.116, 0.166, 0.207], [0.208, -0.034, 0.228], [0.175, -0.022, 0.043], [0.212, -0.108, 0.040], [0.120, 0.102, 0.129], [-0.076, 0.411, 0.317], [-0.249, -0.193, 0.160], [-0.110, -0.275, -0.061], [0.087, 0.285, -0.036], [-0.052, 0.209, 0.056], [0.136, -0.114, 0.025], [0.087, -0.087, 0.264], [-0.105, -0.095, -0.048], [-0.010, -0.036, -0.044], [0.090, 0.059, -0.007], [0.481, 0.152, 0.108], [-0.362, -0.214, -0.232], [0.075, -0.093, 0.014], [0.227, -0.238, -0.479], [0.415, -0.281, -0.442], [-0.183, 0.022, -0.304], [0.228, -0.203, -0.183], [-0.086, -0.028, 0.056], [-0.322, -0.303, 0.200], [0.054, 0.593, -0.159], [-0.455, 0.109, 0.255], [-0.235, -0.021, 0.107], [-0.185, 0.178, 0.437], [0.097, 0.285, -0.057], [0.078, -0.102, -0.030], [0.048, -0.110, 0.129], [0.258, 0.075, -0.059], [-0.024, 0.275, -0.134], [0.058, 0.270, -0.051], [0.133, 0.091, -0.151], [0.046, -0.003, -0.017], [-0.012, 0.040, 0.107], [0.289, -0.328, 0.053], [0.585, -0.043, -0.065], [0.364, -0.135, 0.313], [0.115, -0.037, -0.072], [0.530, 0.174, 0.077], [-0.239, 0.198, -0.217], [-0.211, 0.003, -0.189], [-0.075, 0.241, -0.024], [-0.039, -0.130, -0.039], [0.045, 0.167, -0.014], [-0.102, 0.058, 0.098], [-0.011, -0.275, 0.184], [0.074, 0.086, -0.015], [0.022, 0.157, -0.055], [0.022, -0.049, 0.015], [0.010, 0.030, 0.010], [-0.016, -0.019, -0.007], [-0.004, 0.019, -0.006], [-0.032, -0.047, 0.006], [0.018, -0.142, 0.016], [0.011, 0.168, -0.041], [-0.016, 0.001, -0.008], [-0.011, -0.091, 0.013], [0.034, 0.000, 0.006], [-0.001, 0.173, -0.043], [0.028, -0.062, 0.030], [0.007, 0.026, 0.004], [0.001, 0.011, 0.001], [-0.006, 0.026, -0.006], [-0.037, -0.057, 0.008], [-0.094, -0.055, -0.071], [0.118, 0.048, 0.096], [0.017, -0.025, 0.045], [-0.078, -0.024, -0.076], [-0.019, 0.044, -0.001], [0.093, 0.022, 0.125], [0.012, -0.321, -0.154], [0.028, 0.011, -0.007], [0.012, 0.000, 0.005], [0.019, 0.001, 0.015], [-0.011, -0.059, -0.073], [0.067, -0.173, -0.008], [-0.069, 0.212, -0.159], [-0.001, 0.003, -0.029], [0.040, -0.095, 0.031], [-0.009, 0.012, 0.003], [-0.057, 0.122, 0.010], [0.040, -0.042, -0.047], [-0.040, 0.019, 0.006], [-0.004, 0.009, -0.004], [-0.001, 0.017, -0.008], [0.025, -0.061, -0.022], [0.001, 0.029, -0.132], [0.118, -0.025, 0.106], [0.012, 0.019, 0.006], [-0.052, 0.034, -0.067], [0.017, -0.047, -0.023], [0.088, -0.004, 0.129], [-0.052, -0.040, -0.059], [-0.007, -0.016, 0.024], [0.001, -0.004, 0.012], [0.010, 0.001, 0.025], [-0.052, 0.031, -0.028], [-0.092, -0.039, -0.115], [0.087, 0.037, 0.119], [-0.029, -0.018, -0.035], [-0.041, -0.005, -0.054], [-0.016, 0.020, -0.013], [0.087, 0.039, 0.121], [-0.043, 0.015, -0.051], [0.029, 0.039, 0.032], [0.004, -0.011, 0.012], [0.017, -0.001, 0.022], [-0.020, -0.043, -0.046]]
}